Record 1
{"formula": "C38H34GeMnN2O5S2", "method": "the ωB97M-V functional and the def2-TZVPD basis", "spin_multiplicity": 5, "lumo_ha": [0.069, 0.089], "e_above_lowest_kcal_mol": 0.0, "gap_ev": [7.3, 7.8], "charge": -1, "elements": ["Mn", "C", "C", "N", "N", "C", "S", "S", "C", "C", "C", "C", "C", "C", "C", "C", "C", "C", "C", "C", "C", "O", "H", "H", "H", "H", "H", "H", "H", "H", "H", "H", "H", "H", "H", "H", "O", "C", "O", "C", "C", "Ge", "C", "C", "C", "C", "C", "C", "C", "C", "C", "C", "C", "C", "C", "C", "C", "C", "C", "C", "H", "H", "H", "H", "H", "H", "H", "H", "H", "H", "H", "H", "H", "H", "H", "H", "H", "H", "H", "O", "C", "O", "H"], "positions_angstrom": [[-0.0315, -0.0849, 0.7242], [-2.2355, -3.7729, -0.2488], [-1.8738, -2.3186, -0.4110], [-0.6429, -1.9708, -0.4051], [0.2490, -3.0439, -0.3867], [1.3238, -2.8580, 0.2840], [1.7900, -1.4871, 1.2419], [2.4481, -4.2435, 0.3532], [1.3670, -5.4320, 1.2322], [1.0646, -5.0547, 2.6552], [1.8449, -5.5538, 3.6954], [1.5957, -5.1888, 5.0113], [0.5588, -4.3108, 5.3038], [-0.2228, -3.8059, 4.2729], [0.0265, -4.1777, 2.9589], [-2.9433, -1.3167, -0.5850], [-4.1868, -1.7486, -1.0656], [-5.2417, -0.8860, -1.2725], [-5.0685, 0.4659, -0.9699], [-3.8595, 0.9264, -0.5006], [-2.7663, 0.0609, -0.3074], [-1.6408, 0.5923, 0.0920], [-1.6424, -4.1944, 0.5589], [-1.9899, -4.3369, -1.1526], [-3.2883, -3.8988, -0.0136], [1.9314, -6.3636, 1.1908], [0.4611, -5.5396, 0.6368], [2.6654, -6.2283, 3.4679], [2.2157, -5.5849, 5.8073], [0.3634, -4.0208, 6.3294], [-1.0218, -3.1047, 4.4829], [-0.5828, -3.7580, 2.1652], [-4.3167, -2.7951, -1.3161], [-6.1835, -1.2546, -1.6576], [-5.8877, 1.1628, -1.1084], [-3.7014, 1.9732, -0.2717], [1.3105, 2.9059, -1.5263], [1.3349, 1.6975, -1.4234], [0.9845, 1.0439, -0.3444], [1.7916, 0.8311, -2.5873], [2.6877, -0.3525, -2.2049], [4.4215, 0.1780, -1.4588], [4.3989, 1.6757, -0.2094], [4.0241, 1.5477, 1.1303], [3.9813, 2.6533, 1.9699], [4.3190, 3.9094, 1.4818], [4.6909, 4.0546, 0.1529], [4.7264, 2.9477, -0.6856], [5.4198, -1.3611, -0.7749], [5.4893, -1.6918, 0.5799], [6.2122, -2.7983, 1.0099], [6.8776, -3.5971, 0.0889], [6.8176, -3.2842, -1.2646], [6.0968, -2.1738, -1.6898], [5.5190, 0.7732, -2.9893], [6.8201, 1.2382, -2.7676], [7.6396, 1.6237, -3.8196], [7.1721, 1.5499, -5.1274], [5.8871, 1.0861, -5.3706], [5.0713, 0.7009, -4.3087], [2.2741, 1.4903, -3.3065], [0.8654, 0.4629, -3.0423], [2.9160, -0.9779, -3.0730], [2.1650, -0.9813, -1.4861], [3.7322, 0.5847, 1.5298], [3.6553, 2.5302, 2.9967], [4.2757, 4.7750, 2.1325], [4.9348, 5.0350, -0.2393], [4.9883, 3.0836, -1.7279], [4.9659, -1.0899, 1.3150], [6.2427, -3.0418, 2.0658], [7.4379, -4.4627, 0.4228], [7.3380, -3.9008, -1.9889], [6.0653, -1.9365, -2.7493], [7.1982, 1.2992, -1.7507], [8.6432, 1.9817, -3.6219], [7.8075, 1.8529, -5.9511], [5.5153, 1.0248, -6.3866], [4.0716, 0.3388, -4.5224], [-1.0934, -1.0811, 2.2380], [-0.7392, -0.3012, 3.1824], [0.0095, 0.6724, 3.0020], [-1.1244, -0.5216, 4.1854]]}

***

Record 2
{"formula": "C38H34N5O5PtS", "method": "the ωB97M-V functional and the def2-TZVPD basis", "lumo_ha": -0.103, "e_above_lowest_kcal_mol": 2.3, "gap_ev": 8.2, "charge": 1, "elements": ["Pt", "O", "C", "C", "O", "O", "C", "C", "C", "C", "C", "C", "C", "C", "C", "C", "C", "C", "H", "H", "H", "H", "H", "H", "H", "H", "H", "H", "H", "N", "C", "O", "C", "C", "C", "C", "N", "C", "H", "H", "H", "H", "H", "H", "C", "S", "O", "C", "C", "C", "C", "C", "C", "H", "H", "H", "H", "H", "H", "H", "H", "C", "C", "N", "C", "C", "C", "C", "C", "C", "C", "C", "N", "C", "N", "H", "H", "H", "H", "H", "H", "H", "H", "H"], "positions_angstrom": [[-0.6163, 0.4605, -0.6874], [1.4812, -0.1242, 1.1691], [2.4555, -0.7323, 0.3130], [1.8064, -1.3280, -0.9694], [2.4057, -2.2124, -1.5415], [0.7056, -0.8225, -1.4615], [3.1755, -1.8597, 1.0488], [4.5158, -2.1319, 0.7995], [5.1632, -3.1583, 1.4674], [4.4814, -3.9308, 2.3976], [3.1417, -3.6779, 2.6416], [2.4933, -2.6534, 1.9644], [3.4425, 0.3667, -0.1003], [4.0056, 1.1417, 0.9137], [4.9545, 2.1065, 0.6245], [5.3508, 2.3188, -0.6912], [4.7883, 1.5606, -1.7041], [3.8397, 0.5845, -1.4127], [1.4659, -0.6043, 2.0037], [5.0558, -1.5373, 0.0752], [6.2071, -3.3547, 1.2614], [4.9907, -4.7267, 2.9244], [2.5956, -4.2789, 3.3575], [1.4301, -2.5176, 2.1404], [3.7082, 0.9673, 1.9403], [5.3978, 2.6845, 1.4256], [6.1023, 3.0639, -0.9196], [5.0968, 1.7132, -2.7314], [3.4337, -0.0187, -2.2157], [-4.1899, 1.0815, 3.5312], [-4.7443, 1.8869, 2.5853], [-5.8817, 2.2966, 2.6398], [-3.8728, 2.2324, 1.4068], [-4.1705, 3.3801, 0.6834], [-3.3965, 3.6953, -0.4180], [-2.3661, 2.8485, -0.7806], [-2.0931, 1.7272, -0.0967], [-2.8325, 1.4290, 0.9814], [-4.7434, 0.9187, 4.3573], [-3.1931, 0.9948, 3.6198], [-5.0047, 3.9941, 0.9959], [-3.5871, 4.5821, -1.0057], [-1.7470, 3.0497, -1.6452], [-2.5877, 0.4961, 1.4700], [-3.4533, -3.0142, -0.8407], [-1.9439, -2.1986, -1.3265], [-1.8271, -1.1361, -0.1897], [-0.7815, -3.4799, -0.9605], [-0.0515, -3.9907, -2.0200], [0.8585, -5.0082, -1.7745], [1.0389, -5.4774, -0.4841], [0.3128, -4.9395, 0.5732], [-0.6089, -3.9345, 0.3407], [-3.3734, -3.3122, 0.2027], [-3.5852, -3.8848, -1.4810], [-4.2696, -2.3095, -0.9844], [-0.1690, -3.5807, -3.0145], [1.4490, -5.4074, -2.5870], [1.7637, -6.2572, -0.2924], [0.4716, -5.3046, 1.5788], [-1.1731, -3.4951, 1.1549], [1.9640, 3.8134, -0.5369], [1.1652, 2.7411, -0.2065], [0.5848, 1.9906, -1.1555], [0.7984, 2.2594, -2.4458], [1.5546, 3.3441, -2.8569], [2.1581, 4.1191, -1.8740], [1.7656, 3.6353, -4.2843], [0.8989, 3.5635, -5.2948], [-0.5382, 3.2300, -5.3057], [-1.1583, 3.0217, -6.5331], [-2.5075, 2.7171, -6.5275], [-3.2088, 2.6313, -5.4012], [-2.5281, 2.8562, -4.2847], [-1.2384, 3.1442, -4.1658], [2.4381, 4.3873, 0.2455], [0.9842, 2.4411, 0.8144], [0.3470, 1.5831, -3.1561], [2.7827, 4.9576, -2.1563], [2.7725, 3.9555, -4.5342], [1.2892, 3.8007, -6.2781], [-0.6051, 3.0953, -7.4590], [-3.0449, 2.5368, -7.4513], [-3.0983, 2.7953, -3.3632]]}

***

Record 3
{"formula": "C38H35Cl5N5O2S4Sn", "method": "the ωB97M-V functional and the def2-TZVPD basis", "lumo_ha": 0.076, "e_above_lowest_kcal_mol": 9.0, "gap_ev": 6.6, "charge": -1, "elements": ["Sn", "C", "N", "C", "C", "C", "C", "C", "C", "C", "N", "C", "C", "C", "C", "C", "C", "N", "C", "C", "H", "H", "H", "H", "H", "H", "H", "H", "H", "H", "H", "H", "H", "H", "H", "H", "H", "H", "H", "H", "Cl", "C", "C", "Cl", "C", "Cl", "C", "O", "C", "Cl", "C", "Cl", "C", "C", "C", "C", "C", "C", "C", "S", "C", "O", "H", "H", "H", "H", "H", "H", "H", "H", "H", "H", "S", "C", "S", "C", "N", "N", "C", "C", "C", "C", "C", "C", "S", "H", "H", "H", "H", "H"], "positions_angstrom": [[0.2693, 0.3639, 0.2534], [3.0201, 0.7537, -1.4634], [2.5823, -0.1911, -0.4299], [3.4943, -0.1145, 0.7396], [2.5088, -1.5780, -0.8501], [3.3257, -2.0924, -1.8356], [3.3906, -3.4659, -2.0639], [2.6817, -4.3059, -1.2231], [1.8294, -3.7919, -0.2485], [1.6415, -2.4091, -0.1009], [0.7569, -1.7650, 0.7381], [-0.2383, -2.3581, 1.4922], [-0.8630, -3.5913, 1.2455], [-1.8111, -4.1104, 2.1183], [-2.1964, -3.4063, 3.2508], [-1.6667, -2.1358, 3.4524], [-0.7341, -1.6055, 2.5795], [-0.1975, -0.2731, 2.7519], [0.9502, -0.2882, 3.6724], [-1.1867, 0.7280, 3.1641], [4.0840, 0.6364, -1.6991], [2.8644, 1.7675, -1.0887], [2.4228, 0.6165, -2.3642], [4.5144, -0.3677, 0.4320], [3.1647, -0.8177, 1.5034], [3.4698, 0.8885, 1.1593], [3.9342, -1.4228, -2.4331], [4.0094, -3.8597, -2.8604], [2.7724, -5.3817, -1.3278], [1.3215, -4.4759, 0.4139], [-0.6408, -4.1210, 0.3306], [-2.2594, -5.0743, 1.9010], [-2.9082, -3.8223, 3.9531], [-1.9979, -1.5460, 4.3015], [0.6286, -0.5507, 4.6893], [1.4273, 0.6904, 3.6783], [1.6784, -1.0243, 3.3279], [-1.4536, 0.6430, 4.2261], [-2.0825, 0.6199, 2.5550], [-0.7628, 1.7228, 2.9984], [2.4599, 7.7403, 2.5867], [2.1916, 6.0605, 2.2689], [1.2325, 5.6562, 1.3434], [0.3036, 6.8489, 0.5078], [1.0140, 4.3103, 1.0852], [-0.1739, 3.8232, -0.0715], [1.7436, 3.2752, 1.7380], [1.5592, 2.0214, 1.5206], [2.7143, 3.7357, 2.6766], [3.6361, 2.5257, 3.5037], [2.9317, 5.0828, 2.9334], [4.1273, 5.5609, 4.0861], [-3.2385, -0.5806, -6.4540], [-3.3939, -0.3200, -4.9785], [-3.3363, -1.3638, -4.0567], [-3.4251, -1.1199, -2.6969], [-3.5793, 0.1821, -2.2549], [-3.6568, 1.2384, -3.1500], [-3.5744, 0.9806, -4.5099], [-3.4759, 0.5705, -0.5215], [-5.0849, -0.0721, -0.0467], [-2.4911, -0.3719, 0.1093], [-2.7945, -1.5597, -6.6374], [-2.5998, 0.1753, -6.9155], [-4.2070, -0.5482, -6.9598], [-3.1649, -2.3759, -4.4077], [-3.2995, -1.9254, -1.9786], [-3.7328, 2.2579, -2.7830], [-3.5975, 1.8026, -5.2188], [-5.1712, -1.0955, -0.4132], [-5.8675, 0.5655, -0.4627], [-5.1121, -0.0553, 1.0445], [1.1569, 1.5182, -7.9626], [0.7815, 0.6526, -6.5871], [0.3039, 1.4344, -5.1164], [0.2221, -0.1068, -4.2489], [0.5204, -1.0984, -5.0271], [0.8164, -0.6830, -6.3306], [1.1375, -1.7584, -7.2255], [1.5658, -2.9654, -6.6643], [1.8460, -4.0503, -7.4788], [1.7084, -3.9556, -8.8578], [1.2924, -2.7550, -9.4103], [1.0039, -1.6569, -8.6075], [-0.2587, -0.1894, -2.6155], [1.6686, -3.0366, -5.5921], [2.1789, -4.9782, -7.0276], [1.9200, -4.8088, -9.4916], [1.1881, -2.6597, -10.4854], [0.6831, -0.7310, -9.0532]]}

***

Record 4
{"formula": "C38H35F3N5P2ReS2", "method": "the ωB97M-V functional and the def2-TZVPD basis", "spin_multiplicity": 2, "lumo_ha": [-0.122, -0.114], "e_above_lowest_kcal_mol": 0.0, "gap_ev": [6.4, 6.6], "charge": 1, "elements": ["Re", "S", "P", "C", "P", "S", "C", "C", "C", "C", "C", "C", "C", "C", "C", "C", "C", "C", "C", "C", "C", "C", "C", "C", "C", "C", "C", "C", "C", "C", "H", "H", "H", "H", "H", "H", "H", "H", "H", "H", "H", "H", "H", "H", "H", "H", "H", "H", "H", "H", "C", "N", "C", "C", "N", "N", "C", "N", "N", "H", "H", "H", "H", "H", "H", "H", "H", "H", "H", "H", "F", "C", "F", "F", "C", "C", "C", "C", "C", "C", "C", "C", "H", "H", "H", "H"], "positions_angstrom": [[-1.5059, 0.5006, 0.2266], [-1.2107, 0.5464, 2.6668], [0.7285, 0.5019, 2.0879], [0.5304, 0.7205, 0.3672], [0.6489, 2.2736, -0.3781], [-1.1060, 3.1546, 0.0492], [2.1105, 3.2655, 0.0126], [1.9882, 4.5486, 0.5310], [3.1278, 5.3100, 0.7785], [4.3825, 4.7866, 0.5093], [4.5096, 3.4972, -0.0021], [3.3775, 2.7385, -0.2501], [0.8419, 2.0041, -2.1721], [0.5353, 3.0269, -3.0690], [0.8051, 2.8747, -4.4224], [1.3721, 1.6950, -4.8959], [1.6508, 0.6598, -4.0137], [1.3891, 0.8154, -2.6530], [1.7198, 1.6943, 2.9901], [3.1135, 1.5933, 3.0181], [3.8640, 2.5696, 3.6550], [3.2254, 3.6397, 4.2746], [1.8415, 3.7385, 4.2563], [1.0866, 2.7687, 3.6094], [1.4922, -1.0924, 2.4075], [1.8379, -1.9369, 1.3576], [2.4254, -3.1703, 1.6261], [2.6485, -3.5610, 2.9381], [2.2842, -2.7252, 3.9908], [1.7114, -1.4927, 3.7271], [1.0042, 4.9455, 0.7557], [3.0324, 6.3089, 1.1864], [5.2674, 5.3814, 0.6990], [5.4914, 3.0885, -0.2059], [3.4810, 1.7333, -0.6469], [0.0904, 3.9464, -2.7048], [0.5811, 3.6810, -5.1098], [1.5938, 1.5844, -5.9504], [2.0803, -0.2647, -4.3798], [1.6021, 0.0094, -1.9591], [3.6131, 0.7547, 2.5456], [4.9445, 2.4957, 3.6749], [3.8128, 4.3978, 4.7785], [1.3477, 4.5701, 4.7432], [0.0073, 2.8413, 3.5756], [1.6406, -1.6296, 0.3373], [2.6987, -3.8270, 0.8097], [3.1069, -4.5204, 3.1462], [2.4574, -3.0325, 5.0141], [1.4419, -0.8372, 4.5484], [-4.0757, 1.4256, -4.5745], [-3.1268, 0.5919, -3.8322], [-1.9302, 0.2022, -4.5743], [-3.0136, 0.6671, -2.4773], [-1.9082, 0.5429, -1.8393], [-4.2260, 0.8727, -1.8183], [-4.4864, 1.0227, -0.4760], [-5.7967, 1.2098, -0.1897], [-3.5634, 0.9843, 0.4240], [-4.0960, 1.0711, -5.6011], [-3.7848, 2.4779, -4.5729], [-5.0963, 1.3484, -4.2064], [-2.2299, -0.1221, -5.5674], [-1.4404, -0.6371, -4.0845], [-1.2184, 1.0282, -4.6667], [-1.1028, 0.4984, -2.4520], [-5.0356, 0.7628, -2.3999], [-6.5076, 1.1464, -0.8949], [-6.1038, 1.1829, 0.7663], [-3.9239, 1.1205, 1.3609], [-2.3393, -8.6105, 2.4555], [-1.7075, -8.3345, 1.3019], [-2.2867, -9.0661, 0.3412], [-0.4445, -8.7735, 1.4380], [-1.7461, -6.8610, 0.9989], [-1.1670, -5.9844, 1.9069], [-1.1918, -4.6246, 1.6656], [-1.7904, -4.1264, 0.5049], [-2.3710, -5.0152, -0.3972], [-2.3492, -6.3810, -0.1505], [-1.8031, -2.7029, 0.2791], [-1.7597, -1.4880, 0.2135], [-0.7026, -6.3682, 2.8077], [-0.7570, -3.9326, 2.3746], [-2.8394, -4.6303, -1.2938], [-2.7989, -7.0701, -0.8513]]}

***

Record 5
{"formula": "C38H35F4N8RbS2", "method": "the ωB97M-V functional and the def2-TZVPD basis", "lumo_ha": 0.125, "gap_ev": 4.6, "charge": -2, "elements": ["Rb", "C", "N", "C", "C", "C", "C", "C", "C", "N", "C", "C", "C", "C", "C", "C", "N", "C", "C", "C", "C", "C", "N", "H", "H", "H", "H", "H", "H", "H", "H", "H", "H", "H", "H", "H", "H", "H", "H", "H", "H", "C", "C", "N", "C", "C", "C", "C", "N", "C", "C", "F", "C", "F", "C", "C", "F", "C", "F", "H", "H", "H", "H", "H", "H", "H", "H", "H", "H", "H", "H", "H", "H", "H", "S", "C", "C", "C", "C", "N", "C", "C", "C", "S", "C", "N", "H", "H"], "positions_angstrom": [[0.2388, 0.2747, 0.1564], [-3.4100, 0.3019, 1.1656], [-2.8820, -0.2850, -0.0666], [-3.1592, -1.7194, -0.0723], [-2.2413, -2.5162, -0.9680], [-2.7346, -3.2806, -2.0162], [-1.8372, -3.9411, -2.8409], [-0.4836, -3.8173, -2.5856], [-0.0875, -3.0573, -1.4912], [-0.9410, -2.4347, -0.6904], [-3.4258, 0.4131, -1.2247], [-2.9643, -0.0588, -2.5788], [-3.8579, -0.0995, -3.6424], [-3.3747, -0.4091, -4.9055], [-2.0252, -0.6700, -5.0558], [-1.2113, -0.6236, -3.9285], [-1.6708, -0.3284, -2.7181], [-2.9714, 1.7304, 1.3774], [-3.7222, 2.8049, 0.9125], [-3.2440, 4.0911, 1.0918], [-2.0447, 4.2659, 1.7593], [-1.3816, 3.1389, 2.2196], [-1.8224, 1.8982, 2.0349], [-4.5166, 0.2556, 1.1763], [-3.0321, -0.2812, 2.0044], [-3.0115, -2.0830, 0.9470], [-4.2106, -1.9183, -0.3485], [-3.8002, -3.3105, -2.2075], [-2.1911, -4.5185, -3.6867], [0.2608, -4.2799, -3.2193], [0.9650, -2.9328, -1.2596], [-4.5337, 0.3964, -1.1978], [-3.1042, 1.4576, -1.1705], [-4.9059, 0.1233, -3.4795], [-4.0431, -0.4343, -5.7585], [-1.5941, -0.8941, -6.0228], [-0.1423, -0.8100, -3.9788], [-4.6533, 2.6214, 0.3914], [-3.7909, 4.9410, 0.7037], [-1.6176, 5.2477, 1.9108], [-0.4468, 3.2330, 2.7591], [3.1004, 3.4216, -0.6157], [3.8636, 2.1592, -0.2617], [3.3590, 1.5027, 0.9430], [3.6420, 2.2694, 2.1538], [2.4016, 2.4647, 3.0104], [3.8742, 0.1384, 1.0164], [3.4299, -0.6879, 2.2187], [2.0005, -0.8890, 2.2349], [1.4760, -1.6913, 3.1336], [0.0491, -1.8769, 3.1332], [-0.6638, -1.1756, 2.2189], [-0.6271, -2.7047, 3.9788], [-1.9788, -2.7918, 3.8556], [0.0051, -3.4551, 4.9665], [1.3765, -3.2864, 5.0240], [2.0725, -3.9716, 5.9705], [2.0866, -2.4634, 4.1800], [3.4373, -2.4067, 4.3823], [3.5242, 3.8729, -1.5161], [2.0556, 3.1887, -0.8316], [3.1378, 4.1721, 0.1798], [3.7488, 1.4547, -1.0875], [4.9463, 2.3722, -0.1514], [4.4329, 1.7799, 2.7397], [4.0450, 3.2468, 1.8736], [1.9403, 1.5033, 3.2438], [2.6353, 2.9905, 3.9419], [1.6784, 3.0570, 2.4469], [3.5660, -0.3735, 0.1000], [4.9839, 0.1547, 1.0194], [3.9900, -1.6316, 2.1450], [3.7939, -0.2127, 3.1427], [-0.5308, -4.1107, 5.6335], [-0.4122, 2.7297, -2.0743], [0.3683, 2.4117, -3.5964], [0.0045, 3.2436, -4.6722], [0.5165, 3.1238, -5.9559], [0.0675, 4.0140, -6.9821], [-0.3081, 4.7293, -7.8048], [1.4651, 2.1183, -6.2128], [1.8458, 1.2859, -5.1676], [1.3369, 1.3792, -3.8608], [1.9153, 0.1932, -2.7141], [2.0303, 1.9298, -7.5124], [2.4976, 1.7642, -8.5537], [-0.7263, 4.0157, -4.4710], [2.5731, 0.5076, -5.3580]]}

***

Number 1: E_tot -5978.64279 hartree. Number 2: E_tot -2635.79616 hartree. Number 3: E_tot -6001.43004 hartree. Number 4: E_tot -3599.67581 hartree. Number 5: E_tot -3127.10444 hartree.